{"formula": "C25H25N2O3P", "method": "ωB97M-V/def2-TZVPD", "homo_ev": -7.752, "spin_multiplicity": 1, "orbital_gap_ev": 8.35, "smiles": "CCO[P@@](=O)(c1ccccc1)c1nc(-c2ccccc2C)oc1NCc1ccccc1", "symbols": ["C", "C", "O", "P", "O", "C", "C", "C", "C", "C", "C", "C", "N", "C", "C", "C", "C", "C", "C", "C", "C", "O", "C", "N", "C", "C", "C", "C", "C", "C", "C", "H", "H", "H", "H", "H", "H", "H", "H", "H", "H", "H", "H", "H", "H", "H", "H", "H", "H", "H", "H", "H", "H", "H", "H", "H"], "coordinates": [[-1.876294, 5.004433, -2.096657], [-1.434242, 3.554697, -2.197817], [-0.978038, 3.126290, -0.918359], [0.228526, 2.066345, -0.838270], [1.304671, 2.311456, -1.816241], [0.683354, 2.215365, 0.905358], [-0.123591, 1.678586, 1.896913], [0.258221, 1.796449, 3.220938], [1.438500, 2.445501, 3.548551], [2.244809, 2.974579, 2.554088], [1.869310, 2.854407, 1.228079], [-0.449222, 0.420794, -1.042038], [-1.582847, -0.097698, -0.485959], [-1.547330, -1.376324, -0.721347], [-2.562030, -2.318572, -0.302674], [-3.669352, -1.785200, 0.365323], [-4.690935, -2.598321, 0.805630], [-4.621468, -3.964733, 0.583390], [-3.529342, -4.498484, -0.075806], [-2.486117, -3.701397, -0.529505], [-1.328607, -4.336488, -1.234507], [-0.428319, -1.753795, -1.407298], [0.263102, -0.614492, -1.602863], [1.430706, -0.620006, -2.308828], [2.466658, -1.535999, -1.826017], [2.913915, -1.084964, -0.458985], [3.923170, -0.139925, -0.327210], [4.246589, 0.371682, 0.916202], [3.553503, -0.043435, 2.040216], [2.538325, -0.975430, 1.916987], [2.221592, -1.493994, 0.674301], [-1.036411, 5.628527, -1.803103], [-2.659510, 5.102048, -1.349524], [-2.253916, 5.342220, -3.057887], [-0.621532, 3.448957, -2.926271], [-2.269947, 2.916064, -2.505122], [-1.038376, 1.176796, 1.618234], [-0.364231, 1.382702, 4.001079], [1.731884, 2.536617, 4.584588], [3.165120, 3.477597, 2.812991], [2.481682, 3.248118, 0.430300], [-3.697669, -0.718734, 0.521477], [-5.539630, -2.172261, 1.319041], [-5.415892, -4.613183, 0.922011], [-3.482204, -5.564964, -0.245688], [-1.208623, -3.918905, -2.232787], [-0.401909, -4.157733, -0.690653], [-1.478203, -5.410380, -1.319716], [1.771392, 0.335863, -2.392439], [3.287038, -1.513867, -2.544974], [2.039834, -2.541038, -1.795071], [4.455687, 0.196003, -1.205254], [5.036902, 1.101790, 1.007615], [3.801061, 0.360024, 3.010440], [1.989582, -1.297626, 2.789649], [1.430652, -2.225960, 0.585475]], "forces_ev_per_angstrom": [[0.1, -0.4, 0.1], [-0.2, 0.2, -0.6], [0.4, -0.5, 0.5], [-0.9, 0.1, 0.6], [0.5, -0.1, -0.1], [0.0, 0.0, -0.7], [-0.1, 0.0, 0.0], [-0.1, -0.1, 0.1], [0.1, 0.0, 0.0], [0.0, 0.1, 0.1], [0.0, 0.1, -0.1], [1.2, 0.1, -0.5], [-0.7, -0.7, 0.2], [0.0, 1.3, 0.3], [-0.4, -0.7, 0.1], [0.1, 0.0, -0.1], [0.0, 0.0, 0.0], [0.0, 0.0, 0.0], [-0.1, 0.0, 0.0], [0.0, 0.2, 0.0], [0.1, -0.1, -0.1], [0.1, -0.2, -0.2], [-0.1, 1.2, 0.0], [-0.2, -0.3, -0.4], [0.0, 0.0, 0.2], [0.1, -0.1, 0.0], [0.0, -0.1, 0.0], [0.1, 0.0, 0.0], [0.0, 0.0, 0.1], [0.0, 0.0, 0.1], [0.0, -0.1, -0.1], [0.1, 0.1, 0.0], [-0.1, 0.1, 0.0], [-0.1, 0.1, -0.1], [-0.2, 0.0, 0.1], [0.1, 0.0, 0.0], [-0.1, -0.1, 0.1], [-0.1, 0.0, 0.1], [0.0, 0.0, 0.1], [0.1, 0.0, 0.0], [0.1, 0.0, 0.0], [0.0, 0.1, 0.0], [-0.1, 0.1, 0.0], [-0.1, -0.1, 0.0], [0.0, -0.1, 0.0], [0.1, -0.1, 0.0], [0.1, 0.0, 0.0], [0.0, 0.0, 0.0], [-0.1, 0.0, 0.0], [-0.1, -0.1, 0.1], [0.1, 0.0, 0.0], [0.1, 0.1, -0.1], [0.1, 0.1, 0.0], [0.0, 0.0, 0.1], [0.0, 0.0, 0.1], [-0.1, -0.1, 0.0]]}